Formula: C7H12O
Source: the OMol25 dataset
Level of theory: ωB97M-V/def2-TZVPD

XYZ file:
```
20
Properties=species:S:1:pos:R:3:forces:R:3
C -0.6374 -2.2943 -0.2929 0.4474 -0.3025 1.3884
O 0.2877 -3.3017 0.1388 0.5793 0.2522 0.3235
C 0.0537 -1.1322 -0.9443 0.1933 0.5391 -2.0004
C -0.6810 0.2102 -0.8650 0.2518 -0.0263 1.8777
C -0.3195 0.9668 0.4461 0.2190 -0.0698 -1.2205
C -1.2616 1.5693 1.1337 -2.2436 0.2271 0.1131
C 1.7135 2.3019 0.3427 1.5279 0.3684 -0.2563
C 1.1226 1.1682 0.6907 -0.2511 0.4400 -0.2689
H -1.3160 -2.8001 -0.9735 -0.1370 0.0623 0.0167
H -1.1793 -1.9622 0.6052 -0.2542 0.0862 -0.2937
H 0.9125 -2.8968 0.7813 -0.7137 -0.3739 -0.6941
H 1.0938 -1.0197 -0.6360 -0.0757 -0.0863 0.4250
H 0.1653 -1.3505 -2.0178 -0.0150 -0.1695 0.1808
H -0.4338 0.8564 -1.7028 0.0864 0.0017 -0.1104
H -1.7589 0.0543 -0.8299 -0.0752 -0.0182 -0.3060
H -2.2992 1.4641 0.7956 0.2627 -0.2512 -0.1324
H -1.2894 2.2062 2.0034 1.1209 0.0009 0.2305
H 2.7899 2.4525 0.4419 -0.0717 -0.4684 0.3081
H 1.3305 3.1706 -0.1806 -0.9709 -0.2814 0.2329
H 1.7068 0.3369 1.0633 0.1195 0.0696 0.1861
```
Forces are in eV/Å.

Orbital gap: 10.585 eV
E: -349.084698 hartree